72
Properties=species:S:1:pos:R:3 method="wB97M-V/def2-TZVPD" homo_lumo_gap_ev=10.127 smiles=CCO.CCO.CCO.CCO.CCO.CCO.CCO.CCO fmax_ev_per_a=2.843 de_lowest_ev=3.505
C -4.27767 -2.26114 -1.93640
C -3.25244 -2.98931 -1.01568
O -1.91492 -2.54950 -1.27121
H -4.42031 -1.20433 -1.70814
H -5.21825 -2.81069 -1.88609
H -3.99232 -2.24604 -2.98759
H -3.26136 -4.03587 -1.32639
H -3.50142 -2.98067 0.04354
H -1.39861 -3.22574 -1.71398
C -2.77833 2.02479 -2.38693
C -4.10750 2.45605 -2.76439
O -4.16635 3.85943 -2.96135
H -2.72389 0.93355 -2.36310
H -2.34218 2.38678 -1.45667
H -2.09042 2.19117 -3.21967
H -4.83200 2.22438 -1.98293
H -4.28584 1.96862 -3.72525
H -4.09084 4.07939 -3.89190
C 1.31702 0.14319 0.20825
C -0.08775 0.42448 -0.08288
O -0.48715 -0.00025 -1.38291
H 2.03422 0.74951 -0.34560
H 1.53086 -0.89716 -0.04540
H 1.47410 0.28235 1.27900
H -0.14942 1.50000 -0.26405
H -0.78109 0.00636 0.64683
H -0.81021 -0.90686 -1.30851
C 1.03239 4.33285 -0.42316
C 1.53011 5.72935 -0.91875
O 2.77311 6.05186 -0.27008
H 0.17050 4.01697 -1.01467
H 0.78438 4.39392 0.63508
H 1.72513 3.51357 -0.62227
H 0.76624 6.45727 -0.64676
H 1.58581 5.77966 -2.00713
H 3.43483 5.53110 -0.73311
C 3.39147 -3.12890 4.24115
C 2.73903 -2.49116 3.04136
O 2.03486 -1.30536 3.37326
H 3.69800 -4.15179 4.01570
H 2.60892 -3.11647 5.00164
H 4.27348 -2.70995 4.72883
H 2.10645 -3.28493 2.63839
H 3.42595 -2.39396 2.19563
H 2.66026 -0.57049 3.36352
C 6.06924 0.93811 4.14344
C 5.41762 0.24978 2.88476
O 4.04896 0.61782 2.85644
H 6.05474 0.33690 5.05215
H 5.68780 1.94423 4.30633
H 7.14001 0.97448 3.92931
H 5.44982 -0.81880 3.09933
H 5.97273 0.53845 1.99386
H 3.76210 1.02797 2.03709
C -1.93428 -1.30876 -4.67914
C -0.91349 -0.34155 -5.16907
O 0.10447 -0.10065 -4.24062
H -1.51131 -2.31407 -4.68048
H -2.87295 -1.33391 -5.23469
H -2.23097 -1.04513 -3.66326
H -1.27834 0.66832 -5.37524
H -0.41991 -0.74080 -6.05596
H -0.16430 0.01416 -3.32140
C -1.30967 -2.32042 2.80380
C -2.80109 -2.37010 2.51324
O -3.42512 -2.00460 3.71788
H -0.96716 -1.28921 2.90349
H -0.62141 -2.80127 2.10740
H -1.05080 -2.77827 3.75966
H -3.06190 -3.40422 2.27237
H -2.93788 -1.79853 1.59281
H -4.33379 -2.31596 3.69725

72
Properties=species:S:1:pos:R:3 method="wB97M-V/def2-TZVPD" homo_lumo_gap_ev="10.154 / 3.019" spin_multiplicity=2 fmax_ev_per_a=2.694 de_lowest_ev=0.568 charge=+1
C 29.40506 -1.00114 -24.51975
C 28.81359 0.41162 -24.52694
O 29.48819 1.16673 -23.54967
H 30.48899 -1.01330 -24.63390
H 29.10735 -1.55324 -25.41118
H 29.10267 -1.59348 -23.65616
H 27.76104 0.49741 -24.25697
H 28.94871 0.90828 -25.48775
H 29.84066 1.94271 -23.99150
C 26.62468 4.01052 -22.88171
C 25.29283 3.54236 -23.33912
O 24.20989 3.94176 -22.46856
H 26.62407 5.10018 -22.90886
H 27.48731 3.63637 -23.43305
H 26.82234 3.72857 -21.84753
H 25.32574 2.45759 -23.44058
H 25.18849 3.89147 -24.36641
H 24.15053 4.89916 -22.43037
C 27.18849 0.05713 -21.36747
C 26.85689 -0.48962 -19.97953
O 26.61294 -1.87160 -20.06909
H 27.82915 -0.66979 -21.86672
H 27.64148 1.04298 -21.26264
H 26.26508 0.21677 -21.92418
H 25.99316 0.07219 -19.62396
H 27.67109 -0.37488 -19.26398
H 25.93957 -2.00113 -20.74095
C 30.04512 4.82856 -22.11323
C 30.11668 5.78695 -23.27928
O 31.18950 5.44800 -24.19319
H 29.17040 5.09412 -21.51956
H 30.86446 4.93174 -21.40180
H 29.85354 3.81931 -22.47769
H 30.28269 6.79504 -22.89944
H 29.16547 5.73985 -23.80946
H 31.88880 6.09392 -24.06924
C 21.79215 -0.21965 -22.46259
C 23.00024 0.69334 -22.12133
O 22.50299 1.95555 -21.69374
H 21.00686 0.35993 -22.94787
H 21.34909 -0.66922 -21.57394
H 22.14761 -1.04608 -23.07803
H 23.70941 0.71117 -22.94889
H 23.54346 0.23009 -21.29767
H 23.17530 2.61254 -21.88860
C 25.37186 3.54448 -18.56949
C 23.90588 3.98645 -18.97939
O 23.86257 5.42261 -19.01692
H 25.50612 2.47556 -18.40374
H 25.69441 4.05495 -17.66203
H 25.97379 3.81482 -19.43708
H 23.23500 3.65916 -18.18509
H 23.58115 3.62363 -19.95459
H 24.32197 5.70576 -19.81088
C 24.99095 9.22124 -21.89979
C 24.35496 7.86285 -22.12471
O 25.02338 6.77887 -21.47210
H 24.99057 9.51168 -20.84920
H 24.35351 9.98508 -22.34511
H 26.03742 9.22060 -22.20476
H 24.42382 7.70192 -23.20056
H 23.29736 7.83413 -21.86246
H 25.95792 6.98450 -21.39495
C 25.62439 1.50000 -26.10002
C 26.14131 1.06917 -27.41261
O 25.35955 -0.11437 -27.69375
H 24.53685 1.49899 -26.02687
H 25.96226 2.48005 -25.76320
H 25.97385 0.79129 -25.34921
H 27.22234 0.96202 -27.50205
H 25.81922 1.84223 -28.11028
H 24.42746 0.11097 -27.73886

84
Properties=species:S:1:pos:R:3 method="wB97M-V/def2-TZVPD" homo_lumo_gap_ev=8.637 fmax_ev_per_a=5.722
Ag -23.40914 -23.72817 2.47297
O -27.06975 -22.54586 4.40985
C -25.89634 -22.97029 4.02157
O -24.93238 -22.19866 3.75828
O -25.88817 -24.14963 3.79876
H -27.27466 -23.46082 4.20380
C -27.04739 -19.07817 2.83589
O -26.95779 -20.31737 2.16923
H -27.04696 -18.25428 2.12224
H -27.88871 -19.00725 3.52528
H -26.11131 -18.98961 3.38725
H -26.79977 -21.05595 2.76179
C -28.83602 -23.10485 1.45845
O -29.77364 -22.27751 0.79346
H -28.49694 -22.59465 2.36001
H -29.30218 -24.03814 1.77430
H -28.09432 -23.40276 0.71736
H -29.37110 -21.42411 0.61660
C -27.41759 -27.20077 1.67594
O -27.09576 -26.67989 2.92158
H -27.57451 -26.37048 0.98738
H -26.55279 -27.82577 1.45324
H -28.32854 -27.79789 1.71741
H -26.54207 -25.92609 2.70518
C -28.98234 -20.12701 5.87855
C -30.09645 -19.33715 5.34666
O -30.06818 -18.00901 5.52933
O -29.03003 -20.50988 7.23638
H -27.99745 -19.66000 5.87672
H -28.88605 -21.10400 5.40492
H -31.02634 -19.81787 5.65052
H -30.14501 -19.39559 4.25931
H -29.86740 -17.81068 6.44690
H -28.19539 -20.94477 7.42571
C -25.54723 -22.44697 7.87407
C -25.84350 -23.53905 8.98200
O -26.33095 -24.73181 8.48667
O -26.76306 -21.91270 7.38699
H -24.91077 -22.87312 7.09857
H -24.97903 -21.62770 8.31458
H -26.58263 -23.19756 9.70669
H -24.89483 -23.70113 9.49373
H -27.25733 -24.58539 8.28180
H -26.69473 -21.67789 6.45867
C -23.28699 -27.19346 3.72984
C -22.43462 -28.15426 4.60404
O -22.84717 -28.35410 5.93639
O -23.31002 -25.82278 4.10448
H -24.30095 -27.56664 3.58594
H -23.00272 -27.26262 2.67984
H -21.39389 -27.83836 4.53203
H -22.31994 -29.13428 4.14090
H -23.74661 -28.68151 6.00998
H -24.15589 -25.46490 4.38382
C -29.34728 -24.92598 6.73720
C -30.36484 -23.84081 6.31717
O -31.57885 -24.18125 6.74406
O -29.44958 -25.33055 8.07425
H -28.30201 -24.74088 6.48973
H -29.48171 -25.82151 6.13053
H -30.25297 -23.69062 5.24338
H -30.28268 -22.82347 6.69975
H -31.55937 -24.55660 7.62742
H -29.49809 -26.28211 8.19170
C -23.44938 -20.39635 6.45291
C -22.47596 -19.84236 5.33646
O -23.25426 -19.80788 4.15215
O -24.41831 -19.42284 6.83913
H -22.78943 -20.71904 7.25818
H -23.85394 -21.28823 5.97441
H -21.48132 -20.28162 5.26009
H -22.15806 -18.85813 5.68044
H -23.86041 -20.55228 4.15970
H -24.09590 -18.79831 7.49304
C -24.99546 -22.36764 0.26180
C -24.70163 -23.67899 -0.41353
O -24.44530 -24.78604 0.55370
O -23.89743 -21.72396 1.00461
H -25.69485 -22.61805 1.05944
H -25.40836 -21.60702 -0.40082
H -23.82656 -23.60217 -1.05886
H -25.49657 -23.90359 -1.12468
H -24.50666 -25.59330 0.03780
H -24.30552 -21.11940 1.62876